[1]
{
  "formula": "C4H10O3",
  "method": "wB97M-V/def2-TZVPD",
  "species": ["C", "C", "C", "C", "O", "O", "O", "H", "H", "H", "H", "H", "H", "H", "H", "H", "H"],
  "positions_angstrom": [[0.5865, -0.5149, 1.1725], [0.1803, 0.4186, -0.0048], [-2.0321, -0.2645, -1.2827], [1.3518, 1.1602, -0.6567], [-0.8795, 1.1561, 0.2886], [1.2478, -1.6327, 0.6477], [-0.5662, -0.9201, 1.8709], [1.4967, -2.2093, 1.3794], [-1.1629, -0.1517, 1.8287], [1.2549, 0.0435, 1.8486], [-0.1484, -0.3836, -0.8085], [-2.8847, -0.5985, -1.8700], [-1.4609, 0.5586, -1.6576], [-1.8848, -0.7150, -0.3223], [1.0124, 1.6797, -1.5535], [1.7383, 1.9068, 0.0401], [2.1507, 0.4667, -0.9205]],
  "forces_ev_per_angstrom": [[0.0, 0.2, 0.0], [0.6, -0.8, -0.2], [-0.6, -0.2, -0.4], [-0.1, 0.1, 0.2], [0.0, 0.2, 0.1], [-0.1, 0.2, 0.1], [0.1, 0.2, -0.2], [0.0, 0.1, 0.0], [0.0, -0.1, 0.0], [0.0, -0.1, 0.0], [0.2, 0.4, 0.5], [0.1, 0.0, 0.0], [0.0, 0.0, 0.0], [0.0, 0.0, 0.0], [0.0, 0.0, 0.0], [0.0, 0.0, 0.0], [-0.1, 0.0, 0.0]],
  "nbo_charge": [0.352, 0.016, -0.358, -0.635, -0.488, -0.717, -0.734, 0.481, 0.493, 0.123, 0.240, 0.169, 0.196, 0.202, 0.217, 0.215, 0.226],
  "multiplicity": 1,
  "relative_energy_kcal_mol": 118.9,
  "largest_force_ev_per_a": 1.02
}

=====

[2]
{
  "formula": "C12H18N2O2",
  "method": "wB97M-V/def2-TZVPD",
  "species": ["C", "C", "C", "C", "C", "C", "C", "C", "C", "C", "C", "C", "H", "H", "H", "H", "H", "H", "H", "H", "H", "H", "H", "H", "H", "H", "H", "H", "H", "H", "N", "N", "O", "O"],
  "positions_angstrom": [[1.1806, 1.5771, 3.8278], [0.7478, 0.4631, 1.8395], [1.5231, -0.5883, 2.4635], [1.9303, -1.7164, 1.7274], [1.3778, -1.9391, 0.4440], [0.6773, -0.8583, -0.1739], [-0.7569, -2.2517, -2.0669], [-2.1979, -1.6324, -1.7452], [-1.4895, 0.4025, -2.7136], [0.0158, 0.1649, -2.3953], [0.3744, 0.3559, 0.4494], [-0.0494, 2.6652, 0.1473], [0.8769, 0.7066, 4.5201], [0.9710, 2.4988, 4.2432], [2.2398, 1.6174, 3.6384], [1.8835, -0.5943, 3.5769], [2.7276, -2.2918, 2.1801], [1.5023, -2.6588, -0.3353], [-0.5449, -3.1490, -1.7755], [-0.9208, -2.2271, -3.1378], [-2.9842, -2.2538, -2.1799], [-2.1769, -2.0465, -0.6254], [-2.1296, 0.0343, -0.7502], [-1.5455, 1.5799, -2.2797], [-1.7350, 0.3974, -3.8342], [0.8946, 0.1105, -3.1800], [0.2717, 0.9945, -1.7011], [0.2259, 2.7008, 1.4269], [0.5880, 2.9591, -0.8806], [-1.0492, 3.3958, 0.0084], [0.0113, -1.0434, -1.5645], [-2.3178, -0.2841, -1.6437], [0.4701, 1.6037, 2.4943], [-0.5922, 1.3072, -0.0043]],
  "forces_ev_per_angstrom": [[-1.0, -1.1, -0.8], [1.7, -2.3, -1.1], [0.4, 0.3, 0.5], [-1.1, 0.4, -1.0], [0.0, 2.8, -0.2], [-2.8, -1.2, -3.0], [-2.6, 9.4, -2.2], [0.4, -6.5, 5.1], [0.1, 4.6, 1.8], [1.2, -1.0, 0.4], [-0.9, 0.3, 2.6], [-2.4, 2.2, 0.0], [0.3, 1.6, -1.4], [-1.0, 1.8, 1.0], [0.4, -0.6, -0.2], [-0.7, 0.3, -2.7], [-0.4, -0.6, -0.1], [0.8, -1.2, 0.5], [1.3, -5.0, 2.3], [1.7, -0.1, -0.7], [-0.3, 0.5, -0.6], [-0.9, 0.9, -1.7], [0.7, 1.1, 1.4], [-0.5, -2.8, -2.0], [-0.4, -0.5, 2.0], [-2.2, 0.1, 0.7], [0.3, -0.9, -1.1], [0.1, 0.8, -4.8], [-0.9, -0.8, 3.2], [2.5, -2.0, 0.4], [3.9, -0.8, 2.3], [-0.5, 1.7, -5.1], [0.9, -1.2, 3.8], [2.0, -0.3, 0.7]],
  "nbo_charge": [-0.249, 0.298, -0.338, -0.179, -0.292, 0.191, -0.224, -0.200, -0.269, -0.251, 0.167, -0.377, 0.203, 0.196, 0.196, 0.228, 0.220, 0.233, 0.194, 0.190, 0.174, 0.169, 0.390, 0.206, 0.219, 0.185, 0.225, 0.301, 0.197, 0.189, -0.489, -0.622, -0.510, -0.571],
  "smiles": "COc1cccc(N2CCNCC2)c1OC",
  "multiplicity": 1,
  "relative_energy_kcal_mol": 215.8,
  "largest_force_ev_per_a": 10.01
}

=====

[3]
{
  "formula": "H6N2",
  "method": "wB97M-V/def2-TZVPD",
  "species": ["N", "H", "H", "H", "N", "H", "H", "H"],
  "positions_angstrom": [[-1.6164, 0.1238, 0.6689], [-0.7456, 0.6315, 0.7066], [-1.6130, -0.5248, -0.1173], [-1.5488, -0.5432, 1.4505], [1.5346, -0.1167, -0.6386], [0.7580, 0.4030, -0.2629], [2.4056, 0.4272, -0.6166], [1.3737, -0.5096, -1.5690]],
  "forces_ev_per_angstrom": [[1.1, -1.9, 0.4], [-0.2, 0.7, 0.1], [-0.4, 0.5, -0.5], [-0.6, 0.6, 0.3], [0.3, 1.4, -1.3], [-0.2, -0.1, 0.1], [0.1, -0.6, 0.6], [-0.1, -0.5, 0.4]],
  "nbo_charge": [-0.804, 0.332, 0.372, 0.389, -0.507, 0.382, 0.419, 0.416],
  "multiplicity": 2,
  "relative_energy_kcal_mol": 23.7,
  "charge": 1,
  "largest_force_ev_per_a": 2.28
}

=====

[4]
{
  "formula": "CH5N3OS",
  "method": "wB97M-V/def2-TZVPD",
  "species": ["C", "H", "H", "H", "H", "H", "N", "N", "N", "O", "S"],
  "positions_angstrom": [[0.6998, 0.3877, 0.6067], [-1.7578, 0.8285, 0.0932], [-1.5857, -0.6025, -0.2302], [-0.3026, 0.1086, 2.1504], [1.4683, 0.8509, -1.2143], [1.2593, -1.7861, -1.6883], [-1.7349, -0.0276, 0.6006], [-0.4099, -0.2516, 1.2251], [0.6929, 0.3791, -0.8371], [1.4750, 1.0152, 1.2468], [0.1956, -0.9023, -1.9529]],
  "forces_ev_per_angstrom": [[-2.6, -1.0, -2.0], [0.3, 1.8, 0.3], [-0.8, -0.8, 0.4], [-1.0, 0.0, 0.9], [1.0, 0.8, -0.2], [-1.1, 0.7, -0.3], [1.5, -1.9, 0.0], [0.4, 1.0, -1.6], [-0.9, -1.4, 0.6], [1.6, 0.6, 0.4], [1.5, 0.1, 1.7]],
  "nbo_charge": [0.771, 0.332, 0.348, 0.382, 0.398, 0.124, -0.618, -0.505, -0.805, -0.585, 0.159],
  "smiles": "NNC(=O)NS",
  "multiplicity": 1,
  "relative_energy_kcal_mol": 16.0,
  "largest_force_ev_per_a": 3.44
}

=====

no.,DFT total energy (eV)
1,-10448.0886
2,-19802.6152
3,-3067.0371
4,-18469.7394